[1]
This record from the OMol25 dataset describes one molecule with the formula C5H6O. The level of theory is wB97M-V/def2-TZVPD.

```
12
Properties=species:S:1:pos:R:3:forces:R:3:nbo_charge:R:1
C -1.730 0.543 -0.133 0.0 0.0 -0.1 -0.690
C -1.023 -0.770 -0.099 0.1 0.1 0.1 0.057
C 0.333 -0.942 -0.110 0.1 0.3 0.0 -0.400
C 1.117 0.218 -0.054 -0.1 -0.1 0.1 0.110
C 2.339 0.515 0.592 -0.3 -0.1 0.1 0.233
O 2.404 0.912 1.753 0.1 -0.2 -0.3 -0.586
H -1.909 0.896 0.891 0.0 -0.1 -0.2 0.251
H -1.120 1.307 -0.626 0.0 -0.2 0.1 0.255
H -2.706 0.441 -0.619 0.1 0.0 0.1 0.225
H -1.641 -1.656 0.059 0.1 0.1 0.0 0.201
H 0.732 -1.953 0.003 0.0 0.1 0.0 0.215
H 3.226 0.503 -0.086 -0.1 0.0 0.1 0.128
```
Positions in Å, forces in eV/Å.

multiplicity: 1
Kohn-Sham gap (alpha / beta): 7.3 / 7.3 eV
total charge: 0
energy above the lowest of the compared OMol25 structures with the same formula, charge and spin: 3.761 eV
calculated total energy: -7325.5238 eV
LUMO energy (alpha / beta): -1.26 / -1.26 eV

=====

[2]
This record from the OMol25 dataset describes a 17-piece molecular cluster, C45H90BCl32I2NO6PSi overall. The level of theory is wB97M-V/def2-TZVPD.

```
179
Properties=species:S:1:pos:R:3:forces:R:3:mulliken_charge:R:1
C 0.659 -2.140 2.667 0.6 0.0 0.1 -0.323
C 0.949 -0.565 2.542 -0.4 -1.5 0.7 0.025
O 0.828 0.087 3.586 0.5 -0.2 -2.4 -0.619
N 1.258 -0.082 1.241 -0.6 -2.0 0.9 1.116
C 1.380 -1.106 0.233 0.4 -2.8 -1.2 -0.106
C 2.763 -1.929 0.212 0.5 1.2 1.4 -1.249
O 0.537 -1.504 -0.576 1.2 1.8 1.8 -0.670
B 0.702 1.261 0.843 -2.1 3.2 -0.6 1.133
C -0.887 1.503 1.289 0.0 -0.5 1.0 -1.037
C -1.833 0.256 1.056 -0.6 0.8 0.5 -0.062
O -2.641 0.086 2.287 -1.4 0.8 -1.1 -0.368
Si -4.139 0.903 2.190 0.1 -0.1 1.3 0.504
C -4.770 1.050 4.017 -0.1 0.4 0.1 -0.823
C -4.060 2.686 1.524 0.6 0.4 0.1 0.230
C -5.483 -0.057 1.205 0.3 0.3 0.0 -0.770
C 1.457 2.599 1.537 0.0 0.1 0.5 -0.190
P 2.981 2.331 2.550 3.3 4.5 0.5 0.661
O 3.928 3.532 2.269 -1.5 -2.6 0.3 -0.847
O 2.683 2.443 4.235 0.0 -1.3 -2.3 -0.404
O 3.909 0.959 2.274 -1.5 0.4 0.8 -0.513
C 0.769 1.592 -0.798 3.7 -0.3 -2.7 -0.015
I -0.953 1.898 -2.115 0.3 -0.3 1.2 0.003
C 2.008 1.683 -1.488 -2.3 -0.5 1.5 -0.270
C 3.409 1.534 -0.788 0.4 1.0 -1.2 -0.380
I 2.095 2.055 -3.658 0.6 -0.1 1.1 0.019
H -0.123 -2.492 1.929 0.9 0.5 0.8 0.243
H 0.326 -2.388 3.722 0.3 0.6 -1.4 -0.391
H 1.614 -2.740 2.499 -1.1 0.8 0.0 0.276
H 3.388 -1.573 1.103 -0.7 -0.4 -1.1 0.244
H 2.606 -3.036 0.366 -0.1 1.2 -0.7 0.291
H 3.372 -1.676 -0.707 -1.0 -0.5 0.8 0.233
H -1.293 2.501 0.904 0.4 -1.5 0.2 0.533
H -0.837 1.657 2.425 -0.3 -0.4 -1.4 0.062
H -1.310 -0.734 0.927 -0.4 1.3 -0.1 -0.171
H -2.562 0.429 0.189 1.2 -0.4 0.8 0.343
H -4.998 0.039 4.478 0.4 1.2 -0.4 0.230
H -4.043 1.655 4.658 -0.8 -1.0 -0.7 0.086
H -5.732 1.657 3.982 0.9 -0.8 0.1 0.271
H -3.348 3.284 2.178 -0.9 -0.8 -0.9 -0.569
H -3.636 2.694 0.474 -0.6 0.2 1.0 0.084
H -5.068 3.205 1.567 1.1 -0.7 -0.2 0.302
H -5.217 -1.153 1.267 -0.6 1.1 -0.3 0.236
H -6.483 0.178 1.694 1.1 -0.5 -0.7 0.242
H -5.466 0.343 0.143 -0.2 -0.8 1.1 0.116
H 0.732 3.192 2.196 1.0 -1.0 -0.6 0.154
H 1.742 3.340 0.715 0.2 -1.0 1.4 0.400
H 3.513 2.268 4.713 -0.3 0.1 -0.5 0.267
H 4.709 1.144 1.755 -0.6 0.6 0.3 0.314
H 3.575 2.466 -0.146 -0.2 -1.4 -0.5 0.147
H 3.580 0.569 -0.235 -0.6 1.1 -0.4 -0.188
H 4.227 1.591 -1.585 -1.1 -0.1 1.0 0.250
Cl 2.711 0.815 -7.446 -0.1 -0.1 0.1 -0.103
C 2.569 -0.960 -7.442 -0.1 -0.2 0.1 -0.419
C 2.147 -1.483 -6.084 -0.1 -0.2 -0.2 -0.670
Cl 3.420 -1.278 -4.855 0.1 0.0 0.0 -0.017
H 3.524 -1.380 -7.759 0.0 0.1 0.1 0.179
H 1.817 -1.222 -8.189 0.0 0.0 0.1 0.390
H 1.938 -2.553 -6.147 0.1 0.1 -0.1 0.267
H 1.248 -0.981 -5.725 0.2 0.1 0.0 0.398
Cl -2.205 5.096 3.465 0.1 0.2 0.1 -0.069
C -3.340 6.253 4.200 -0.1 -0.1 0.1 -0.643
C -4.774 5.978 3.794 0.0 -0.1 0.2 -0.374
Cl -5.064 6.327 2.072 0.0 0.0 0.0 -0.157
H -3.027 7.256 3.919 0.1 -0.2 -0.1 0.317
H -3.237 6.155 5.282 -0.1 0.0 -0.1 0.348
H -5.448 6.617 4.364 0.1 0.0 -0.1 0.314
H -5.050 4.939 3.980 0.1 0.0 -0.1 0.264
Cl 4.650 -4.176 -7.331 0.0 0.1 -0.1 -0.188
C 4.477 -4.566 -5.600 0.0 -0.2 0.2 0.567
C 5.643 -5.383 -5.081 -0.2 -0.1 -0.1 -0.327
Cl 5.656 -7.033 -5.762 0.2 -0.1 0.0 -0.253
H 3.529 -5.089 -5.463 0.1 -0.1 -0.1 0.386
H 4.422 -3.620 -5.069 0.0 -0.1 -0.1 -0.649
H 5.572 -5.490 -4.002 -0.1 -0.2 -0.2 0.175
H 6.598 -4.912 -5.312 -0.1 -0.1 -0.1 0.238
Cl -2.137 1.251 7.265 -0.1 0.0 0.0 -0.213
C -0.845 0.051 7.531 0.1 -0.2 0.0 -0.105
C -0.654 -0.857 6.338 0.1 0.4 -0.1 0.893
Cl -2.038 -1.947 6.111 -0.5 0.0 0.0 -0.206
H -1.090 -0.514 8.431 -0.1 0.1 -0.1 0.375
H 0.069 0.608 7.717 0.0 0.0 -0.1 -0.017
H 0.222 -1.483 6.485 -0.1 0.1 0.1 -0.612
H -0.514 -0.289 5.417 -0.1 -0.1 0.1 -0.128
Cl 0.302 -4.120 5.759 0.2 -0.4 0.0 -0.099
C -0.820 -5.424 6.204 -0.1 0.0 0.1 -0.628
C -1.142 -6.316 5.024 0.1 -0.2 0.2 -0.456
Cl -2.121 -5.476 3.795 0.0 0.1 0.0 -0.171
H -1.719 -4.970 6.625 0.1 0.1 -0.2 0.246
H -0.336 -6.008 6.989 0.0 0.0 -0.1 0.381
H -1.723 -7.178 5.358 0.0 0.1 0.0 0.390
H -0.236 -6.683 4.541 -0.1 0.1 0.0 0.301
Cl -0.711 -8.052 -0.265 -0.5 -0.5 0.6 -0.236
C -1.808 -6.830 0.432 -0.2 0.1 0.2 0.127
C -3.241 -7.029 -0.012 0.0 0.0 0.2 -0.441
Cl -3.464 -6.676 -1.744 0.1 -0.1 0.0 -0.177
H -1.436 -5.843 0.154 0.0 -0.1 0.0 0.174
H -1.740 -6.926 1.517 -0.1 0.0 -0.2 -0.046
H -3.895 -6.350 0.537 0.1 0.0 0.0 0.303
H -3.579 -8.050 0.171 0.1 0.1 -0.1 0.327
Cl -4.761 2.274 -2.820 -0.5 -0.2 0.5 -0.074
C -6.447 2.327 -3.397 0.0 0.0 0.0 -0.567
C -7.289 3.346 -2.651 0.0 0.1 -0.3 -0.428
Cl -7.589 2.881 -0.962 0.0 0.0 0.1 -0.166
H -6.863 1.322 -3.313 0.0 0.1 0.1 0.302
H -6.408 2.594 -4.455 0.0 0.1 0.1 0.298
H -8.266 3.437 -3.129 0.1 -0.1 0.0 0.327
H -6.817 4.329 -2.651 0.1 -0.2 0.0 0.298
Cl -4.435 9.122 4.475 -0.1 0.5 0.1 -0.171
C -5.571 10.281 5.210 -0.1 0.1 0.1 -0.599
C -7.005 10.011 4.804 0.2 0.2 0.1 -0.024
Cl -7.293 10.362 3.081 0.0 -0.1 -0.1 -0.194
H -5.258 11.287 4.929 -0.1 -0.1 -0.1 0.366
H -5.468 10.182 6.292 -0.1 -0.1 -0.1 0.302
H -7.681 10.654 5.376 0.6 -0.2 -0.4 0.000
H -7.285 8.973 4.990 0.1 0.1 -0.1 0.277
Cl -2.187 6.301 -4.853 -0.1 0.1 0.0 -0.230
C -1.152 4.854 -4.978 0.2 -0.2 0.0 0.048
C -1.739 3.812 -5.906 0.2 0.0 -0.2 -0.469
Cl -3.211 3.068 -5.232 0.3 0.2 -0.3 -0.136
H -1.001 4.457 -3.973 -0.1 0.0 -0.1 -0.039
H -0.186 5.188 -5.361 -0.1 0.0 0.0 0.240
H -1.018 3.006 -6.059 0.0 0.1 0.1 0.205
H -1.987 4.236 -6.880 0.0 0.0 0.1 0.378
Cl 4.712 2.247 -9.579 0.1 0.1 -0.2 -0.148
C 4.958 3.998 -9.379 0.1 0.1 -0.1 -0.438
C 5.202 4.353 -7.929 0.1 0.1 0.0 -0.510
Cl 3.747 4.104 -6.936 0.0 0.0 0.1 -0.118
H 4.085 4.513 -9.782 0.0 -0.1 0.1 0.291
H 5.825 4.277 -9.981 0.0 0.0 0.1 0.304
H 5.476 5.406 -7.842 -0.1 -0.1 -0.1 0.315
H 6.007 3.755 -7.502 -0.1 0.0 -0.1 0.297
Cl 2.553 0.906 8.799 0.0 0.0 0.0 -0.165
C 3.753 -0.391 9.002 0.1 -0.2 0.0 -0.417
C 3.830 -1.307 7.797 0.2 0.1 0.0 -0.467
Cl 2.370 -2.315 7.595 0.3 0.1 0.1 -0.130
H 3.503 -0.943 9.909 -0.1 0.0 -0.1 0.290
H 4.717 0.097 9.155 0.0 -0.1 -0.1 0.316
H 4.669 -1.995 7.915 -0.1 0.1 0.1 0.346
H 3.979 -0.744 6.874 -0.1 0.0 0.1 0.236
Cl -9.373 10.603 6.781 -0.6 0.1 0.6 -0.228
C -10.488 9.525 5.905 -0.2 -0.1 -0.2 -0.399
C -11.626 9.047 6.781 -0.1 0.1 -0.1 -0.467
Cl -11.072 7.931 8.054 0.0 0.0 0.0 -0.183
H -9.909 8.690 5.508 0.0 0.1 0.1 0.309
H -10.883 10.095 5.063 0.0 0.0 0.1 0.332
H -12.353 8.502 6.177 0.1 0.0 0.0 0.328
H -12.139 9.880 7.261 0.1 -0.1 0.0 0.315
Cl 6.769 -0.171 -2.797 0.0 0.0 0.0 -0.142
C 7.753 -1.651 -2.895 0.1 -0.1 0.0 -0.518
C 7.081 -2.729 -3.719 0.2 0.0 -0.1 -0.484
Cl 5.635 -3.384 -2.915 0.1 0.7 0.8 -0.122
H 7.955 -1.992 -1.879 -0.1 0.0 -0.1 0.091
H 8.702 -1.371 -3.356 -0.1 0.0 -0.1 0.423
H 7.769 -3.565 -3.866 0.0 0.1 0.1 0.362
H 6.784 -2.357 -4.701 -0.1 0.1 0.1 0.399
Cl 2.892 -5.376 -10.742 0.0 0.0 0.0 -0.169
C 2.738 -7.150 -10.699 -0.1 -0.2 0.0 -0.409
C 2.314 -7.655 -9.336 -0.1 -0.1 0.0 -0.580
Cl 3.589 -7.437 -8.112 -0.2 0.0 -0.2 -0.062
H 3.692 -7.580 -11.006 0.0 0.1 0.1 0.306
H 1.987 -7.420 -11.443 0.0 0.0 0.1 0.300
H 2.103 -8.724 -9.387 0.0 0.1 -0.1 0.307
H 1.416 -7.147 -8.982 0.1 0.0 0.0 0.308
Cl 2.010 -5.120 -2.575 0.1 0.1 -0.1 -0.029
C 0.749 -6.261 -2.045 0.2 -0.1 0.0 -0.601
C 0.384 -7.253 -3.129 0.1 -0.2 0.1 -0.380
Cl -0.467 -6.481 -4.490 0.0 0.0 -0.1 -0.226
H -0.117 -5.682 -1.723 0.1 0.0 -0.2 0.195
H 1.146 -6.790 -1.177 0.1 0.2 -0.3 0.328
H -0.289 -8.011 -2.724 0.1 0.2 -0.1 0.289
H 1.267 -7.757 -3.523 0.0 0.2 0.0 0.401
Cl 7.276 -3.432 0.531 0.0 0.0 0.0 -0.100
C 8.189 -4.927 0.853 0.1 -0.1 0.1 -0.472
C 8.892 -5.445 -0.384 0.1 0.0 0.1 -0.518
Cl 7.745 -6.055 -1.604 0.0 0.0 0.0 -0.121
H 7.497 -5.665 1.260 0.0 0.1 -0.1 0.313
H 8.925 -4.688 1.623 0.0 0.0 -0.1 0.302
H 9.543 -6.280 -0.117 -0.1 0.0 0.0 0.359
H 9.503 -4.673 -0.852 -0.1 0.0 0.0 0.289
```
Positions in Å, forces in eV/Å.

multiplicity: 1
Kohn-Sham gap: 7.0 eV
total charge: -1
energy above the lowest of the compared OMol25 structures with the same formula, charge and spin: 3.819 eV
calculated total energy: -496670.0629 eV
LUMO energy: 1.60 eV

=====

[3]
This record from the OMol25 dataset describes C2H7I2N2O as an isolated structure. The level of theory is wB97M-V/def2-TZVPD.

```
14
Properties=species:S:1:pos:R:3:forces:R:3:nbo_charge:R:1
C 0.392 0.725 -1.146 -0.6 -3.0 3.5 -0.552
C -0.768 -0.446 -0.082 0.0 3.4 -2.4 0.550
N -2.099 0.047 -0.367 0.6 -0.1 0.1 -0.887
N -0.368 -0.188 1.419 4.2 -3.1 -0.7 -0.769
O -0.702 -1.810 -0.243 0.8 1.4 0.7 -0.688
I -3.654 -1.265 -0.041 -0.2 0.2 0.2 0.394
I -2.494 2.069 -0.082 0.0 -0.8 0.1 0.408
H -0.098 1.638 -1.356 -0.7 0.4 -0.7 0.232
H 1.038 0.910 -0.307 0.8 0.4 0.1 0.175
H 0.986 0.212 -1.893 -0.6 -0.2 -0.3 0.242
H 0.261 -1.098 1.651 -1.9 2.3 -0.3 0.471
H 0.297 0.592 1.636 -1.2 -0.4 -0.5 0.460
H -1.171 -0.201 1.994 -1.2 0.2 1.0 0.446
H -0.765 -1.914 -1.188 0.0 -0.7 -0.9 0.518
```
Positions in Å, forces in eV/Å.

multiplicity: 1
Kohn-Sham gap: 7.8 eV
total charge: +1
energy above the lowest of the compared OMol25 structures with the same formula, charge and spin: 2.839 eV
calculated total energy: -23406.4470 eV
LUMO energy: -4.77 eV

=====

[4]
This record from the OMol25 dataset describes a 10-piece molecular cluster, C26H72O10 overall. The level of theory is wB97M-V/def2-TZVPD.

```
108
Properties=species:S:1:pos:R:3:forces:R:3:mulliken_charge:R:1
C -0.039 0.257 0.500 0.0 0.6 2.0 0.246
O -1.048 -0.531 -0.103 0.9 0.3 0.2 0.371
H 0.767 0.668 -0.109 -0.3 -0.4 -0.5 -0.289
H -0.480 1.086 1.053 -0.3 0.6 -0.4 -0.229
H 0.403 -0.239 1.364 0.2 -0.9 -0.4 0.136
H -1.225 -0.043 -0.911 -0.1 -0.1 -0.5 0.017
C -3.330 1.805 1.919 -0.1 -2.1 -0.9 -0.364
O -3.246 3.155 2.197 0.1 0.7 0.4 -0.505
H -2.965 1.103 2.668 0.4 0.3 0.6 0.349
H -4.335 1.433 1.723 -0.4 0.4 -0.1 0.443
H -2.771 1.556 1.017 0.2 0.3 0.0 -0.243
H -3.829 3.316 2.943 0.0 0.3 0.1 0.281
C -0.853 3.323 5.199 -0.4 -0.6 -1.2 -1.298
C 0.159 2.413 4.439 1.2 1.7 0.3 0.440
C 1.025 3.173 3.382 -2.0 -0.2 -0.7 -0.642
O 1.098 2.038 5.412 0.6 -0.6 1.3 -0.584
H -1.748 3.473 4.595 -0.2 0.0 0.1 0.176
H -0.470 4.320 5.414 0.4 0.0 -0.2 0.376
H -1.112 2.881 6.161 -0.1 -0.2 -0.2 0.428
H -0.226 1.464 4.068 -0.5 0.3 -0.3 0.196
H 0.418 3.285 2.483 0.2 -0.3 -0.3 -0.169
H 1.950 2.641 3.161 -0.2 0.0 0.1 0.354
H 1.203 4.220 3.625 0.3 -0.1 0.6 0.383
H 1.197 2.859 5.900 0.6 -0.2 0.5 0.361
C 0.662 6.197 -1.433 1.2 0.6 1.5 -1.491
C 1.385 5.032 -0.668 -2.6 1.6 -2.0 0.497
C 0.351 4.191 -0.038 -1.4 -1.6 0.4 -0.436
O 1.995 4.268 -1.669 1.1 0.0 0.4 -0.543
H -0.099 5.886 -2.149 0.2 -0.3 0.2 0.300
H 1.378 6.870 -1.905 0.2 -0.4 -0.4 0.389
H 0.245 6.866 -0.681 -0.6 -0.1 0.1 0.410
H 2.019 5.395 0.142 0.6 0.3 -0.4 0.321
H -0.299 4.717 0.662 0.4 -0.2 0.5 0.624
H 0.785 3.251 0.303 0.3 0.3 1.1 -0.159
H -0.350 3.707 -0.718 -0.1 0.7 -0.8 -0.155
H 2.601 3.759 -1.125 0.8 -1.0 -0.6 0.309
C 2.717 -2.827 -3.807 -0.4 0.2 -0.7 -1.440
C 1.326 -2.326 -4.189 -0.9 2.4 3.2 0.726
C 1.055 -0.807 -3.780 1.2 -0.7 -0.5 -0.558
O 0.967 -2.471 -5.510 0.3 -0.7 -1.0 -0.538
H 3.033 -2.589 -2.792 -0.4 0.0 0.1 0.229
H 3.442 -2.344 -4.462 0.3 -0.2 -0.2 0.523
H 2.709 -3.909 -3.942 0.4 0.0 0.0 0.378
H 0.610 -2.823 -3.535 -0.2 -0.7 -0.3 -0.088
H 0.071 -0.460 -4.092 0.0 -0.3 0.0 0.099
H 1.807 -0.191 -4.273 0.0 0.2 -0.3 0.305
H 1.191 -0.603 -2.718 -0.2 -0.3 0.2 -0.055
H 1.786 -2.604 -5.993 -0.1 0.0 -0.4 0.380
C -4.914 -2.305 0.512 -1.7 0.1 -0.3 -1.220
C -4.883 -2.904 -0.927 2.1 -0.6 2.0 0.365
C -4.224 -2.026 -1.871 -1.0 3.2 -2.9 -0.957
O -3.949 -3.982 -0.954 -0.7 -1.8 0.5 -0.585
H -4.053 -1.760 0.898 0.5 -0.5 -0.6 0.157
H -5.241 -3.041 1.247 0.3 -0.3 -0.1 0.387
H -5.708 -1.560 0.561 -0.3 0.2 -0.2 0.445
H -5.839 -3.295 -1.274 0.0 0.2 0.2 0.344
H -3.228 -1.659 -1.622 0.0 -0.4 0.3 -0.085
H -4.823 -1.145 -2.103 -0.2 0.8 0.5 0.465
H -4.237 -2.407 -2.893 0.5 -0.8 0.1 0.372
H -3.132 -3.633 -0.590 0.2 0.1 0.3 0.348
C 4.068 1.279 -2.669 -1.1 -1.3 0.7 -1.192
C 3.640 1.112 -1.180 3.1 0.9 0.6 2.033
C 4.614 0.122 -0.366 -1.0 0.1 -1.6 -1.347
O 3.823 2.397 -0.567 -1.1 0.4 0.5 -0.615
H 3.262 1.711 -3.262 -0.1 0.1 0.2 0.307
H 4.125 0.228 -2.952 0.6 0.0 -0.9 0.217
H 4.956 1.872 -2.885 0.2 -0.4 0.5 0.352
H 2.598 0.794 -1.160 0.1 0.2 0.4 -1.235
H 4.588 0.056 0.722 -1.1 0.3 0.0 0.396
H 5.667 0.356 -0.520 0.0 0.1 -0.7 0.428
H 4.374 -0.841 -0.815 0.5 -0.4 0.3 0.249
H 4.735 2.460 -0.272 0.0 0.0 0.0 0.307
C 2.158 -4.572 3.989 0.3 -0.8 0.7 -1.293
C 2.988 -3.301 4.071 -2.4 0.1 -0.8 0.537
C 2.460 -2.348 3.020 -0.2 -0.2 0.0 -1.202
O 2.754 -2.779 5.353 1.4 0.0 1.5 -0.591
H 2.299 -5.185 4.879 0.8 -0.3 -0.1 0.396
H 2.376 -5.143 3.087 -0.3 -0.1 0.0 0.333
H 1.096 -4.392 4.152 -0.2 0.6 -0.8 0.270
H 4.041 -3.450 3.833 0.2 -0.2 0.8 0.275
H 3.059 -1.439 3.069 -0.3 0.2 -0.5 0.337
H 1.402 -2.169 3.212 -0.1 0.4 0.3 0.390
H 2.412 -2.845 2.051 0.6 0.3 -0.2 0.224
H 2.094 -2.092 5.466 0.0 0.0 -0.8 0.332
C 0.651 -3.963 -0.246 1.9 0.4 0.0 -1.038
C -0.834 -3.963 -0.298 0.4 -1.2 -0.6 0.914
C -1.267 -5.357 0.014 -2.5 -0.9 1.0 -1.581
O -1.480 -3.062 0.553 -0.3 -0.6 0.8 -0.575
H 1.108 -4.281 0.692 -0.5 0.5 0.6 -0.063
H 1.050 -2.998 -0.557 0.2 0.2 0.2 0.259
H 1.128 -4.711 -0.879 -0.5 0.0 -0.7 0.510
H -1.102 -3.760 -1.335 -0.2 0.2 -0.3 0.188
H -2.337 -5.396 0.219 -0.5 0.4 -0.5 0.392
H -1.017 -5.711 1.015 1.3 -0.1 -0.2 0.372
H -1.187 -6.097 -0.782 0.8 0.1 0.1 0.380
H -1.106 -2.182 0.466 0.0 0.5 -0.4 0.316
C -2.971 2.827 -1.575 -1.4 1.4 -0.2 -1.710
C -2.500 1.532 -2.127 0.2 0.4 -0.8 1.530
C -2.780 1.410 -3.617 1.0 -1.2 -0.5 -1.716
O -1.073 1.399 -1.923 -0.8 -0.3 0.1 -0.516
H -2.778 3.074 -0.531 0.5 -0.3 -0.1 0.294
H -4.056 2.872 -1.665 -0.3 -0.3 0.1 0.440
H -2.714 3.658 -2.233 0.7 0.2 0.1 0.391
H -3.079 0.748 -1.639 0.7 -0.5 0.3 -0.405
H -2.189 0.584 -4.012 -0.3 -0.9 0.5 0.370
H -2.258 2.121 -4.258 -0.8 1.2 0.3 0.426
H -3.816 1.161 -3.850 0.0 0.6 -0.2 0.415
H -0.686 2.141 -2.394 0.4 0.1 0.0 0.204
```
Positions in Å, forces in eV/Å.

multiplicity: 1
Kohn-Sham gap: 9.9 eV
total charge: 0
energy above the lowest of the compared OMol25 structures with the same formula, charge and spin: 3.601 eV
structure (SMILES): CC(C)O.CC(C)O.CC(C)O.CC(C)O.CC(C)O.CC(C)O.CC(C)O.CC(C)O.CO.CO
calculated total energy: -48600.0194 eV
LUMO energy: 0.50 eV